No. 1
A molecular structure, C41H50AsBrN2RuS, computed with ωB97M-V/def2-TZVPD.

Positions of all 97 atoms, in Å:
Ru (0.155867, -0.178389, -0.502392)
Br (-1.070686, -0.221150, -2.635188)
As (-0.302831, 2.307276, -0.370613)
S (-7.025262, -1.616689, 0.922145)
N (-1.779345, -0.667588, 0.406358)
N (-5.658881, -3.775256, 1.464048)
C (1.551688, -3.095104, -1.543165)
C (1.145872, 4.380999, 1.130792)
C (1.735928, -2.721907, -3.022334)
C (-1.894234, -1.915874, 0.878878)
C (1.417884, -1.603496, 0.737777)
C (1.649129, 4.945027, 2.295765)
C (-4.775044, 3.817835, -0.096396)
C (0.312154, 2.519786, 2.405325)
C (3.533371, 1.358830, -0.141579)
C (4.806625, 0.560500, -0.508684)
C (-4.176995, -0.599657, 0.356853)
C (0.805355, 2.716400, -3.021221)
C (-2.935200, -0.047772, 0.125917)
C (-2.690335, 3.327242, 1.002305)
C (3.403538, 2.505763, -1.132919)
C (3.737090, 1.895502, 1.277493)
C (1.650411, -1.842465, -0.672202)
C (-5.643545, -2.486050, 1.097465)
C (2.425571, 0.305659, -0.170806)
C (0.204379, 3.333738, -1.932746)
C (-4.290539, -1.885843, 0.863195)
C (-3.095388, -2.550744, 1.118470)
C (0.748835, -3.916668, 1.907264)
C (0.807810, 3.088237, 3.569246)
C (1.111879, 3.453119, -4.156533)
C (-4.205415, 3.494591, -1.321852)
C (-4.015469, 3.739467, 1.061536)
C (-0.106184, 4.691348, -1.990501)
C (0.214426, 5.428115, -3.119734)
C (2.713323, -4.031157, -1.170891)
C (2.782446, -2.651320, 2.436065)
C (0.483582, 3.160767, 1.180618)
C (1.305234, -2.488742, 1.994870)
C (-2.882583, 3.085126, -1.386690)
C (1.483353, 4.300262, 3.513209)
C (-2.122505, 2.995975, -0.221138)
C (1.776035, -0.236149, 0.978987)
C (0.566509, -1.720020, 3.113253)
C (2.226366, -0.636838, -1.198908)
C (0.824170, 4.808454, -4.203202)
C (0.199305, -3.812072, -1.422498)
H (2.744367, -2.358152, -3.226867)
H (4.793643, 0.242194, -1.551426)
H (2.833549, -3.290733, 3.319229)
H (1.019184, 1.656956, -2.992286)
H (-5.064549, -0.031792, 0.119041)
H (-2.875612, 0.926443, -0.314791)
H (3.968606, 1.083428, 1.970541)
H (2.685031, -4.348362, -0.131465)
H (-0.024818, 6.482589, -3.159532)
H (4.587483, 2.578698, 1.276794)
H (-0.265165, -4.007793, 1.528807)
H (1.569511, 2.964276, -5.006701)
H (3.673202, -3.541711, -1.348744)
H (1.289497, 4.893112, 0.187881)
H (2.874356, 2.440141, 1.655995)
H (-0.315836, -1.191287, 2.751723)
H (-0.626387, -3.098977, -1.461403)
H (5.681030, 1.195501, -0.358734)
H (1.219043, -0.987618, 3.589401)
H (-6.549633, -4.212123, 1.631379)
H (4.304818, 3.119249, -1.077001)
H (-3.043668, -3.558130, 1.508426)
H (2.672598, -4.926081, -1.794538)
H (-0.617020, 5.173519, -1.165569)
H (0.245662, -2.412031, 3.891543)
H (1.766874, 0.237297, 1.945368)
H (3.383311, -3.109252, 1.650033)
H (1.010617, -1.974676, -3.344528)
H (2.172624, 5.890929, 2.250120)
H (-4.830259, -4.333616, 1.557512)
H (0.077717, -4.491997, -2.266508)
H (0.744645, -4.324768, 2.918501)
H (-0.209908, 1.568829, 2.450626)
H (-2.448668, 2.818396, -2.342930)
H (3.310233, 2.144402, -2.157189)
H (-4.791640, 3.559368, -2.229090)
H (-5.808076, 4.135561, -0.046777)
H (0.668502, 2.586123, 4.518095)
H (-0.972419, -2.423684, 1.077043)
H (2.552515, 3.146621, -0.918166)
H (1.877439, 4.742671, 4.418539)
H (-4.452498, 4.000550, 2.016438)
H (0.118828, -4.408205, -0.520493)
H (1.063657, 5.382327, -5.088818)
H (4.916363, -0.323081, 0.123745)
H (1.591801, -3.616468, -3.628260)
H (-2.111495, 3.274190, 1.915346)
H (1.383739, -4.563918, 1.308369)
H (2.567175, -0.519976, -2.213913)
H (3.224051, -1.686512, 2.687175)

Forces on the atoms, in the same order (eV/Å):
Ru 0.1 0.5 0.8
Br 0.0 0.0 -0.1
As -0.1 0.0 -0.1
S 0.1 0.0 0.0
N -0.1 -0.3 -0.4
N 0.1 0.0 0.0
C 0.0 0.0 0.0
C 0.0 0.0 0.0
C 0.0 0.0 0.0
C 0.0 0.0 0.1
C -0.1 -0.1 -0.1
C 0.0 0.0 0.0
C 0.0 0.0 0.0
C 0.0 0.0 0.0
C 0.1 -0.1 0.0
C 0.0 0.0 0.0
C 0.0 0.0 0.0
C 0.0 0.0 0.0
C 0.0 0.1 0.1
C 0.0 0.0 0.0
C 0.0 0.0 0.0
C 0.0 0.0 0.0
C 0.1 -0.1 0.0
C -0.2 0.0 0.0
C 0.0 0.0 0.1
C 0.0 0.0 0.0
C 0.1 0.1 0.0
C 0.0 0.0 0.0
C 0.0 0.0 -0.1
C 0.0 0.0 0.0
C 0.0 0.0 0.0
C 0.0 0.0 0.0
C 0.0 0.0 0.0
C 0.0 0.0 0.0
C 0.0 0.0 0.0
C 0.0 0.0 0.0
C -0.1 0.0 0.0
C 0.0 0.0 0.0
C 0.1 0.1 0.1
C 0.0 0.0 0.0
C 0.0 0.0 0.0
C 0.0 -0.1 -0.1
C 0.2 0.0 -0.1
C 0.0 0.0 0.0
C -0.1 -0.1 -0.1
C 0.0 0.0 0.0
C 0.0 0.0 0.0
H 0.0 0.0 0.0
H 0.0 0.0 0.0
H 0.0 0.0 0.0
H 0.0 0.0 0.0
H 0.0 0.0 0.0
H 0.0 0.1 -0.1
H 0.0 0.0 0.0
H 0.0 0.0 0.0
H 0.0 0.0 0.0
H 0.0 0.0 0.0
H 0.0 0.0 0.0
H 0.0 0.0 0.0
H 0.0 0.0 0.0
H 0.0 0.0 0.0
H 0.0 0.0 0.0
H 0.0 0.0 0.0
H 0.0 0.0 0.0
H 0.0 0.0 0.0
H 0.0 0.0 0.0
H 0.0 0.0 0.0
H 0.0 0.0 0.0
H 0.0 0.0 0.0
H 0.0 0.0 0.0
H 0.0 0.0 0.0
H 0.0 0.0 0.0
H 0.0 0.0 0.0
H 0.0 0.0 0.0
H 0.0 0.0 0.0
H 0.0 0.0 0.0
H 0.0 0.0 0.0
H 0.0 0.0 0.0
H 0.0 0.0 0.0
H 0.0 0.0 0.0
H 0.0 0.0 0.0
H 0.0 0.0 0.0
H 0.0 0.0 0.0
H 0.0 0.0 0.0
H 0.0 0.0 0.0
H 0.0 0.0 -0.1
H 0.0 0.0 0.0
H 0.0 0.0 0.0
H 0.0 0.0 0.0
H 0.0 0.0 0.1
H 0.0 0.0 0.0
H 0.0 0.0 0.0
H 0.0 0.0 0.0
H 0.0 0.0 0.0
H 0.0 0.0 0.0
H 0.0 0.0 0.0
H 0.0 0.0 0.0

Computed properties:
- strongest force on any atom (Eh/bohr) = 0.019
- E_LUMO (alpha / beta) (hartree) = -0.1161 / -0.1483
- relative energy (zero: lowest compared OMol25 entry of this formula, charge and spin) (kcal per mole) = 0.0
- 2S+1 = 2
- net charge = +1



No. 2
A molecular structure, C30H63BNO12Pt2S5 in a non-equilibrium geometry, computed with ωB97M-V/def2-TZVPD.

Positions of all 114 atoms, in Å:
Pt (-0.897021, 3.290090, -5.191486)
Pt (0.625279, 5.920470, 0.055914)
S (7.551899, -9.825610, 1.234244)
S (-7.606111, 1.410290, -4.412396)
S (-4.547231, 5.085200, 5.010804)
S (-0.413401, -3.057390, -7.462136)
S (5.233369, 3.634440, 4.760174)
O (-3.181441, 5.328630, 4.461614)
O (4.578079, 2.906520, 5.797534)
O (-6.174491, 1.292210, -4.163436)
O (-5.897021, 5.030880, 4.407454)
O (-2.167361, 7.974890, -3.296546)
O (6.646759, -10.227200, 2.242534)
O (-1.531871, -3.711420, -6.858526)
O (-0.284061, -1.634940, -7.258496)
O (4.356239, 4.415020, 3.848644)
O (-8.054151, 2.623500, -5.088026)
O (8.780149, -10.598050, 1.030184)
O (-0.140511, 1.010210, -0.718406)
N (1.782599, -8.787290, 5.645334)
C (-0.268121, -8.446870, 6.397374)
C (0.385869, -9.289610, 7.328164)
C (7.798869, 4.579510, 4.444234)
C (0.491809, -1.339700, 0.073794)
C (-4.532071, 3.426260, 5.865284)
C (-8.486241, 1.076090, -2.739856)
C (1.270479, -3.819050, -6.978746)
C (-4.863101, 6.070440, 6.697164)
C (1.776269, -4.442190, -8.289006)
C (7.770979, 3.055480, 4.190874)
C (6.675529, -9.698880, -0.346856)
C (-2.848371, 9.175470, -3.603936)
C (1.746619, -9.365210, 6.854664)
C (7.756939, -7.940320, 1.354584)
C (0.579129, -8.188870, 5.306094)
C (-0.339681, -3.512070, -9.248356)
C (-0.347481, -0.090860, 0.131914)
C (-8.194431, -0.072970, -5.298826)
C (1.205809, -3.735380, -9.499946)
C (-5.018431, 3.622650, 7.323114)
C (-3.433231, 10.077920, -2.527056)
C (-3.749191, 9.210350, -4.859306)
C (-8.961121, -0.904930, -4.303326)
C (-4.617261, 5.095060, 7.754524)
C (-9.531581, -0.017230, -3.197676)
C (6.668219, 4.719960, 5.462934)
C (6.759119, -7.307800, 0.402564)
C (-1.849711, -0.420710, 0.341454)
C (5.864219, -8.342280, -0.338196)
C (6.368219, 2.649800, 3.746314)
B (3.916439, 7.342230, -1.567486)
H (-1.317841, -8.198830, 6.451674)
H (-8.943541, 0.284440, -6.005356)
H (1.280939, -5.405500, -8.410576)
H (-2.349271, 0.467050, 0.729314)
H (2.600929, -9.872400, 7.278104)
H (6.016579, 1.726910, 4.207534)
H (5.617589, -7.945560, -1.323026)
H (8.528269, 2.816910, 3.444084)
H (3.943789, 7.128550, -0.510206)
H (0.432129, -7.520220, 4.470804)
H (-4.713281, 8.734210, -4.680636)
H (-6.093651, 3.552340, 7.158644)
H (-0.052481, 0.231390, 1.130524)
H (5.939689, -6.667160, 0.728484)
H (7.538559, -7.693480, 2.393564)
H (7.832909, 5.323110, 3.647994)
H (8.095809, 2.696080, 5.167304)
H (-3.502081, 3.085950, 5.971994)
H (0.348329, -1.843710, 1.029564)
H (-4.171021, 10.204730, -5.005466)
H (4.926519, -8.625200, 0.140114)
H (-5.168381, 2.698100, 5.362294)
H (0.990569, -4.588090, -6.258786)
H (3.474999, 6.477060, -2.037416)
H (-8.378471, -1.743510, -3.922036)
H (2.686179, -5.039800, -8.343936)
H (-8.730271, 2.035270, -2.283226)
H (-0.914051, -2.816210, -9.859896)
H (4.923979, 7.394940, -1.950026)
H (-5.169681, 5.393310, 8.645584)
H (7.363019, -9.755500, -1.190806)
H (-9.805061, -1.418040, -4.764396)
H (2.627319, -8.515930, 5.162724)
H (1.868399, -3.078040, -6.448186)
H (-3.264451, 8.750950, -5.720756)
H (-3.846391, 11.035230, -2.844796)
H (6.979929, 4.142950, 6.333564)
H (-2.112571, 9.843120, -4.052216)
H (-10.326911, 0.584990, -3.636866)
H (6.165359, -10.647520, -0.513936)
H (-5.944171, 6.199620, 6.645394)
H (-0.076031, -9.726750, 8.201064)
H (-9.973731, -0.534020, -2.345906)
H (8.805679, 4.760000, 4.820894)
H (-2.358811, -0.752130, -0.563566)
H (-3.536471, 5.042740, 7.885824)
H (-4.546771, 2.902750, 7.991974)
H (1.562989, -1.150330, 0.143124)
H (-2.639641, 10.479140, -1.896716)
H (1.396179, -4.232140, -10.451306)
H (-7.441391, -0.427140, -6.002816)
H (-1.041481, -4.341810, -9.332646)
H (-1.881971, -1.170870, 1.131594)
H (6.272559, 5.709030, 5.693804)
H (1.769299, -2.868880, -9.846016)
H (7.293729, -6.777970, -0.385836)
H (6.159649, 2.730790, 2.679524)
H (-4.349041, 7.018410, 6.855934)
H (-7.748171, 0.597560, -2.096146)
H (0.245839, -1.845040, -0.860146)
H (3.375489, 8.212550, -1.905356)
H (8.758489, -7.702840, 0.995974)
H (-4.078801, 9.397720, -1.971456)

Forces on the atoms, in the same order (eV/Å):
Pt 0.0 0.0 0.1
Pt 0.8 0.3 -0.3
S 1.8 0.9 -2.7
S 0.7 0.5 0.8
S -0.1 -1.2 2.8
S 1.6 0.1 -0.6
S 0.1 3.9 -2.3
O -3.0 0.0 0.1
O 0.2 -0.8 0.6
O -0.5 -0.1 -0.2
O 2.2 1.0 -0.7
O -1.5 2.2 -0.3
O -1.2 -0.3 1.4
O -0.2 -0.6 0.3
O 0.1 0.3 -0.2
O 1.5 -1.0 1.3
O -0.1 -1.1 0.7
O -1.2 1.3 0.4
O 0.1 -1.6 0.8
N 0.1 1.6 -1.3
C -0.1 -0.6 -1.2
C 2.4 0.8 -1.2
C 0.2 0.2 0.4
C 0.8 0.3 -0.7
C 1.3 0.4 1.0
C 0.8 -1.4 -1.8
C -1.2 -0.5 -0.3
C -1.0 -0.1 -2.2
C -1.3 -1.8 -0.1
C 0.3 1.0 -1.1
C -0.2 0.3 -1.0
C 0.5 0.7 -1.5
C -2.6 -1.0 1.5
C -0.3 -0.9 0.2
C -0.5 -0.4 2.3
C 0.6 0.3 0.7
C -0.9 1.0 0.4
C -1.1 1.4 -0.7
C -0.3 0.7 -1.6
C -0.3 1.9 -1.4
C 0.9 -0.9 1.2
C -1.2 -1.1 0.5
C 0.2 -1.5 0.6
C 0.8 -2.3 0.4
C 0.0 2.3 0.4
C -0.7 -0.6 -0.5
C -1.5 -0.4 -1.4
C 0.5 0.5 0.1
C 1.0 -2.5 0.2
C -0.4 -0.7 1.6
B -2.1 1.6 1.9
H 0.1 0.2 -0.1
H -0.1 0.6 0.1
H -1.3 -0.2 0.6
H -0.1 0.0 -0.2
H -0.1 0.1 -0.1
H 0.6 -0.8 -0.8
H 0.1 -0.4 -0.1
H -0.1 -0.4 0.0
H 0.3 -0.2 4.2
H 0.3 -0.3 0.0
H 0.1 -0.9 0.1
H -0.2 -0.2 1.2
H 0.0 1.2 0.4
H 0.9 0.6 1.1
H 0.5 0.0 0.0
H -1.0 -0.5 -0.6
H -0.3 -0.8 -0.2
H 0.1 0.0 -0.7
H -0.6 -0.7 -0.5
H 1.0 0.4 -0.4
H 0.0 0.7 0.4
H 0.3 0.4 -0.4
H 0.1 0.0 0.0
H -1.3 -4.3 -3.0
H 0.3 0.2 0.3
H 1.3 1.7 0.1
H -0.7 -0.2 -0.4
H 0.8 0.8 0.2
H 4.4 -0.8 -2.0
H 0.4 -0.1 0.2
H 0.7 0.5 0.3
H 0.0 0.2 -0.3
H 0.0 -0.4 0.1
H -0.1 0.2 -0.5
H -0.1 0.3 -0.1
H -0.7 -0.6 -0.6
H -0.3 0.4 0.4
H 1.5 -0.2 0.1
H -0.4 -0.2 -0.1
H -0.7 0.2 0.5
H 0.0 0.5 -0.5
H 0.4 0.0 0.0
H 0.3 -0.2 -0.1
H -0.1 0.1 0.9
H 0.1 -0.1 0.1
H 0.1 0.1 0.8
H -0.6 -0.1 -0.1
H 0.1 0.4 -0.6
H 0.2 -0.7 0.5
H -0.5 -1.2 0.2
H 0.4 -0.5 0.9
H 0.8 -0.9 0.2
H -0.3 -0.2 -0.2
H 0.1 -0.2 0.0
H -0.5 1.1 1.0
H 0.1 0.1 0.2
H -0.1 0.1 0.3
H 0.1 -0.2 -0.6
H 0.3 0.1 -0.3
H 0.2 -0.8 0.4
H -2.0 3.3 -0.8
H 0.1 -0.1 0.6
H -0.5 0.8 0.5

Computed properties:
- strongest force on any atom (Eh/bohr) = 0.106
- E_LUMO (alpha / beta) (hartree) = -0.2723 / -0.2877
- relative energy (zero: lowest compared OMol25 entry of this formula, charge and spin) (kcal per mole) = 379.5
- 2S+1 = 5
- net charge = +1



No. 3
A molecular structure, C6H13F6OPSb in a non-equilibrium geometry, computed with ωB97M-V/def2-TZVPD.

Positions of all 28 atoms, in Å:
Sb (-1.496477, 0.396671, 1.232160)
P (0.818997, -0.221512, 0.549845)
F (-1.055793, 2.166433, -1.235845)
F (-1.746811, -0.425297, -2.163443)
F (-3.058084, 2.251598, -0.439399)
F (-2.192319, -1.373192, 0.531178)
F (-2.799044, 1.250530, -2.913337)
F (-3.721949, 0.019249, -1.484692)
O (-0.747532, 2.157140, 1.946657)
C (1.800477, 1.139064, -0.237800)
C (3.311263, 0.795343, -0.156772)
C (-2.578223, 0.508894, -1.807708)
C (-2.024242, 1.406168, -0.707377)
C (0.982442, -2.978577, 0.610804)
C (0.936261, -1.809962, -0.399819)
H (1.521113, 1.327674, -1.265880)
H (-1.271449, 2.364427, 2.731595)
H (3.427339, -0.079443, 0.476931)
H (3.862037, 1.591620, 0.326980)
H (-3.089111, 0.831610, 1.798514)
H (1.997748, -3.288170, 0.822134)
H (1.899545, -1.803644, -0.903554)
H (1.632322, 2.030126, 0.344463)
H (0.167076, -1.966481, -1.146278)
H (0.582699, -2.610916, 1.548790)
H (-1.214645, -0.411590, 2.752972)
H (3.720875, 0.527019, -1.123558)
H (0.335487, -3.794782, 0.312437)

Forces on the atoms, in the same order (eV/Å):
Sb -0.4 -0.3 0.9
P 1.0 0.0 1.2
F 1.0 0.3 -0.3
F 1.2 -1.5 -0.3
F -0.5 0.6 0.2
F 0.1 0.3 -0.1
F -0.1 0.6 -0.9
F -2.0 -1.3 0.8
O -0.1 -0.1 -0.1
C 0.4 -0.7 -0.5
C -0.7 -0.4 0.2
C 0.9 2.1 -0.2
C -0.8 -0.6 0.4
C -0.7 0.7 0.1
C 0.3 -0.1 0.0
H -0.1 0.3 -0.3
H 0.1 0.0 -0.2
H 0.2 -0.2 0.2
H 0.3 0.3 -0.2
H 0.0 0.0 -0.3
H 0.2 -0.3 -0.1
H 0.1 0.2 -0.4
H -0.5 0.2 0.2
H -0.2 0.1 -0.1
H -0.1 -0.1 0.3
H 0.1 0.0 -0.2
H 0.2 0.2 -0.2
H 0.2 -0.4 -0.2

Computed properties:
- strongest force on any atom (Eh/bohr) = 0.048
- E_LUMO (hartree) = 0.1318
- net charge = -1